P | Entry from OMol25: one molecule with the formula C4H7FS (ωB97M-V/def2-TZVPD).

Structure (ORCA input):
```
! RIJCOSX wB97M-V def2-TZVPD def2/J DEFGRID3
* xyz 0 1
F 0.24 1.91 -0.41
C 0.27 0.90 0.50
C 1.31 -0.20 0.08
C 0.13 -0.97 -0.55
C -0.80 -0.16 0.37
S -2.45 0.30 -0.01
H 0.36 1.35 1.50
H 1.98 0.10 -0.72
H 1.80 -0.69 0.95
H -0.03 -0.65 -1.56
H 0.15 -2.06 -0.26
H -0.89 -0.60 1.35
H -2.09 0.77 -1.22
*
```

The calculation puts the HOMO energy at -9.1 eV. The molecular weight is 106.16 g mol⁻¹.

***

Q | Entry from OMol25: one molecule with the formula C4H7FS (ωB97M-V/def2-TZVPD).

Structure (ORCA input):
```
! RIJCOSX wB97M-V def2-TZVPD def2/J DEFGRID3
* xyz 0 1
C 1.87 -0.59 -0.51
C 0.84 -0.35 0.28
F 0.79 -0.94 1.53
C -0.55 0.12 -0.23
C -0.93 1.37 0.55
S -1.74 -1.26 0.15
H 1.82 -0.09 -1.56
H 2.61 -1.42 -0.23
H -0.62 0.32 -1.33
H -0.96 1.10 1.59
H -0.13 2.07 0.40
H -1.92 1.66 0.07
H -1.08 -1.99 -0.70
*
```

The calculation puts the HOMO energy at -9.3 eV. The molecular weight is 106.16 g mol⁻¹.

***

Which structure is the least stable? The one labeled Q.

***

P | Entry from OMol25: C2F6KO6S2 as an isolated structure (ωB97M-V/def2-TZVPD).

Structure (ORCA input):
```
! RIJCOSX wB97M-V def2-TZVPD def2/J DEFGRID3
* xyz -1 1
K 0.67 -2.47 2.66
C -2.54 3.19 4.27
F -3.41 2.98 5.27
F -2.57 4.48 3.85
F -1.31 2.95 4.75
S -2.96 2.02 2.80
O -2.79 0.70 3.44
O -4.38 2.30 2.38
O -2.05 2.39 1.76
C 3.59 -2.48 -3.84
F 4.10 -1.66 -2.90
F 4.17 -2.18 -5.02
F 3.90 -3.79 -3.59
S 1.65 -2.14 -3.92
O 1.18 -2.23 -2.54
O 1.49 -0.84 -4.51
O 1.26 -3.24 -4.85
*
```

The calculation puts the HOMO energy at -6.1 eV. The molecular weight is 337.24 g mol⁻¹.

***

Q | Entry from OMol25: C2F6KO6S2 as an isolated structure (ωB97M-V/def2-TZVPD).

Structure (ORCA input):
```
! RIJCOSX wB97M-V def2-TZVPD def2/J DEFGRID3
* xyz -1 1
K -0.25 2.50 1.15
C -2.27 -1.63 1.11
F -1.04 -1.86 0.73
F -2.96 -1.07 0.11
F -2.88 -2.77 1.41
S -2.28 -0.49 2.64
O -2.27 -1.42 3.76
O -1.02 0.26 2.45
O -3.46 0.34 2.58
C 2.80 1.28 -2.54
F 2.12 1.55 -3.66
F 3.91 0.62 -2.85
F 3.16 2.44 -1.99
S 1.76 0.21 -1.39
O 2.65 0.05 -0.24
O 0.52 0.96 -1.11
O 1.52 -0.99 -2.16
*
```

The calculation puts the HOMO energy at -6.5 eV. The molecular weight is 337.24 g mol⁻¹.

***

Which structure is the least stable? The one labeled P.

***

P | Entry from OMol25: one molecule with the formula C5H11FN2 (ωB97M-V/def2-TZVPD).

Structure (ORCA input):
```
! RIJCOSX wB97M-V def2-TZVPD def2/J DEFGRID3
* xyz 0 1
C 1.85 1.40 0.75
C 1.54 0.20 -0.05
N 2.97 -0.31 -1.05
F 2.62 -1.38 -1.90
N 0.44 -0.45 -0.21
C -0.95 -0.13 0.41
C -1.55 -1.54 0.64
C -1.69 0.66 -0.72
H 1.50 2.34 0.25
H 2.90 1.40 0.53
H 1.59 1.42 1.88
H 0.26 -1.13 -1.01
H -0.93 0.44 1.34
H -0.86 -1.86 1.42
H -2.67 -1.35 0.91
H -1.51 -2.15 -0.21
H -1.73 0.05 -1.67
H -1.04 1.51 -0.95
H -2.74 0.86 -0.35
*
```

The calculation puts the HOMO energy (alpha / beta) at -7.2 / -7.2 eV. The molecular weight is 118.15 g mol⁻¹.

***

Q | Entry from OMol25: one molecule with the formula C5H11FN2 (ωB97M-V/def2-TZVPD).

Structure (ORCA input):
```
! RIJCOSX wB97M-V def2-TZVPD def2/J DEFGRID3
* xyz 0 1
C -2.52 0.80 -0.33
C -2.56 -0.57 0.21
N -1.71 -1.47 0.22
N -0.54 -0.92 -0.43
C 0.40 -0.18 0.46
C 1.75 -0.24 -0.35
C 2.77 0.67 0.15
F 2.19 -1.54 -0.11
H -3.63 0.89 -0.56
H -1.77 0.71 -1.06
H -2.27 1.53 0.52
H -3.55 -0.92 0.62
H -0.11 -1.89 -0.68
H 0.75 -0.63 1.51
H 0.00 0.89 0.57
H 1.47 -0.05 -1.46
H 2.88 0.65 1.33
H 3.74 0.45 -0.35
H 2.70 1.80 -0.25
*
```

The calculation puts the HOMO energy at -9.0 eV. The molecular weight is 118.16 g mol⁻¹.

***

R | Entry from OMol25: one molecule with the formula C5H11FN2 (ωB97M-V/def2-TZVPD).

Structure (ORCA input):
```
! RIJCOSX wB97M-V def2-TZVPD def2/J DEFGRID3
* xyz 0 1
C -0.88 -1.89 -0.40
C -0.46 -0.91 0.68
C -0.90 0.56 0.38
N -2.15 0.87 -0.32
C 0.46 0.84 -0.33
N 1.16 2.04 0.02
C 0.94 -0.38 0.41
F 1.85 -1.21 -0.27
H -1.97 -1.83 -0.53
H -0.67 -2.92 -0.09
H -0.44 -1.65 -1.36
H -0.62 -1.22 1.69
H -0.85 1.07 1.33
H -2.89 0.70 0.36
H -2.14 1.86 -0.45
H 0.35 0.63 -1.42
H 0.93 2.72 -0.67
H 2.22 1.89 -0.11
H 1.37 -0.11 1.33
*
```

The calculation puts the HOMO energy at -9.6 eV. The molecular weight is 118.16 g mol⁻¹.

***

Which structure is the least stable? The one labeled P.

***

P | Entry from OMol25: an isolated ion of composition C3H6Br2N3 and charge +1 (ωB97M-V/def2-TZVPD).

Structure (ORCA input):
```
! RIJCOSX wB97M-V def2-TZVPD def2/J DEFGRID3
* xyz 1 1
C -1.05 -0.06 0.22
N 0.32 -0.77 -0.04
N 0.23 -1.46 -1.38
C 1.02 -0.79 -2.17
Br 0.92 -1.16 -4.02
N 1.76 0.24 -1.74
C 1.46 0.20 -0.08
Br 2.83 -0.33 1.24
H -0.77 0.86 0.71
H -1.72 0.09 -0.61
H -1.60 -0.54 1.01
H 0.33 -1.62 0.50
H 2.57 0.63 -2.18
H 1.14 1.26 0.04
*
```

The calculation puts the HOMO energy at -14.5 eV. The molecular weight is 243.91 g mol⁻¹.

***

Q | Entry from OMol25: an isolated ion of composition C3H6Br2N3 and charge +1 (ωB97M-V/def2-TZVPD).

Structure (ORCA input):
```
! RIJCOSX wB97M-V def2-TZVPD def2/J DEFGRID3
* xyz 1 1
C 0.86 1.62 -0.27
C 0.44 -1.01 0.56
C -1.89 -0.54 0.03
N -0.28 1.10 -0.48
N 1.87 1.10 0.38
N -0.46 -0.36 -0.33
Br 1.72 -2.17 -0.06
Br 3.60 0.90 0.04
H 0.86 2.68 -0.55
H 0.31 -0.86 1.62
H -2.16 -1.60 -0.03
H -2.06 -0.17 1.04
H -2.49 0.04 -0.67
H -0.32 -0.74 -1.28
*
```

The calculation puts the HOMO energy (alpha / beta) at -13.8 / -13.2 eV. The molecular weight is 243.91 g mol⁻¹.

***

Which structure is the least stable? The one labeled Q.

***

P | Entry from OMol25: C4H10ClN as an isolated structure (ωB97M-V/def2-TZVPD).

Structure (ORCA input):
```
! RIJCOSX wB97M-V def2-TZVPD def2/J DEFGRID3
* xyz 0 1
C 1.39 1.66 -0.74
C 0.04 -1.70 0.19
C 0.98 0.39 -0.13
C -0.08 -0.34 -0.43
N -2.40 0.15 1.09
Cl -0.88 -0.20 -1.90
H 2.42 1.69 -1.07
H 1.38 2.37 0.06
H 0.77 2.01 -1.57
H -0.95 -2.30 -0.07
H 0.82 -2.30 -0.47
H 0.40 -1.91 1.20
H -1.41 1.00 0.73
H 1.46 0.07 0.75
H -1.99 -0.17 2.03
H -1.96 -0.42 0.34
*
```

The calculation puts the HOMO energy at -9.0 eV. The molecular weight is 107.58 g mol⁻¹.

***

Q | Entry from OMol25: one molecule with the formula C4H10ClN (ωB97M-V/def2-TZVPD).

Structure (ORCA input):
```
! RIJCOSX wB97M-V def2-TZVPD def2/J DEFGRID3
* xyz 0 1
N -1.81 -0.92 1.58
C -1.18 -0.52 0.35
C 0.31 -0.28 0.59
C 1.05 0.01 -0.68
C 1.08 1.44 -1.06
Cl 1.74 1.68 -2.74
H -2.71 -0.51 1.63
H -1.63 -1.87 1.87
H -1.74 0.39 0.03
H -1.31 -1.41 -0.35
H 0.72 -1.38 0.83
H 0.67 0.46 1.40
H 2.06 -0.41 -0.57
H 0.86 -0.65 -1.50
H 1.75 2.01 -0.41
H 0.16 1.97 -0.98
*
```

The calculation puts the HOMO energy at -9.0 eV. The molecular weight is 107.58 g mol⁻¹.

***

Which structure is the least stable? The one labeled P.

***

P | Entry from OMol25: a 2-piece molecular cluster, C3H4OS2 overall (ωB97M-V/def2-TZVPD).

Structure (ORCA input):
```
! RIJCOSX wB97M-V def2-TZVPD def2/J DEFGRID3
* xyz 0 1
C -1.28 0.17 0.32
C 1.17 1.02 -0.23
C -0.27 -0.48 -0.61
O -2.08 1.02 0.00
S 2.54 0.46 0.27
S 0.44 -1.96 -0.10
H -1.16 -0.29 1.29
H 0.83 1.86 -0.66
H -0.38 -0.12 -1.59
H 0.20 -1.67 1.31
*
```

The calculation puts the HOMO energy at -8.5 eV. The molecular weight is 120.20 g mol⁻¹.

***

Q | Entry from OMol25: one molecule with the formula C3H4OS2 (ωB97M-V/def2-TZVPD).

Structure (ORCA input):
```
! RIJCOSX wB97M-V def2-TZVPD def2/J DEFGRID3
* xyz 0 1
C -1.06 1.75 -1.30
C -0.34 0.96 -0.79
C 0.32 -0.18 -0.22
O 1.70 -0.39 -0.53
S -0.50 -1.74 -0.41
S 0.27 0.37 1.60
H -1.44 2.53 -1.94
H 2.04 0.48 -0.33
H 0.48 -2.65 -0.20
H -0.33 1.51 1.68
*
```

The calculation puts the HOMO energy at -9.1 eV. The molecular weight is 120.20 g mol⁻¹.

***

R | Entry from OMol25: one molecule with the formula C3H4OS2 (ωB97M-V/def2-TZVPD).

Structure (ORCA input):
```
! RIJCOSX wB97M-V def2-TZVPD def2/J DEFGRID3
* xyz 0 1
C 1.57 -0.73 0.02
S -0.14 -1.45 -0.27
C -1.30 -0.29 -0.03
S -2.91 -0.64 -0.17
C -1.01 1.13 0.10
O 0.01 1.65 -0.48
H 1.91 -0.20 -0.94
H 1.39 0.23 0.78
H 2.23 -1.51 0.50
H -1.75 1.82 0.49
*
```

The calculation puts the HOMO energy at -9.2 eV. The molecular weight is 120.20 g mol⁻¹.

***

Which structure is the least stable? The one labeled P.

***

P | Entry from OMol25: a 2-piece molecular cluster, C3H9S2 overall (ωB97M-V/def2-TZVPD).

Structure (ORCA input):
```
! RIJCOSX wB97M-V def2-TZVPD def2/J DEFGRID3
* xyz -1 1
C -1.65 0.10 -2.61
S -0.07 1.00 -2.55
H -1.92 -0.46 -1.70
H -2.45 0.85 -2.68
H -1.72 -0.56 -3.47
C 0.95 -0.69 0.24
S 0.93 -1.24 1.95
C 0.81 0.39 2.72
H 0.18 0.08 0.16
H 0.65 -1.46 -0.45
H 1.85 -0.20 -0.12
H -0.15 0.81 2.51
H 1.04 0.34 3.78
H 1.54 1.04 2.22
*
```

The calculation puts the HOMO energy at -2.2 eV. The molecular weight is 109.24 g mol⁻¹.

***

Q | Entry from OMol25: a 2-piece molecular cluster, C3H9S2 overall (ωB97M-V/def2-TZVPD).

Structure (ORCA input):
```
! RIJCOSX wB97M-V def2-TZVPD def2/J DEFGRID3
* xyz -1 1
C 0.25 0.28 1.86
S 1.96 0.07 1.93
H -0.09 1.28 1.63
H -0.18 -0.10 2.84
H -0.17 -0.49 1.15
C 0.35 -0.66 -2.22
C -1.20 -0.51 -1.95
S -1.80 0.48 -0.73
H 0.66 0.35 -2.48
H 0.82 -1.08 -1.28
H 0.80 -1.30 -2.99
H -1.59 -1.57 -1.91
H -1.52 -0.42 -2.96
H 2.35 -0.16 0.68
*
```

The calculation puts the HOMO energy at -2.3 eV. The molecular weight is 109.24 g mol⁻¹.

***

R | Entry from OMol25: a 2-piece molecular cluster, C3H9S2 overall (ωB97M-V/def2-TZVPD).

Structure (ORCA input):
```
! RIJCOSX wB97M-V def2-TZVPD def2/J DEFGRID3
* xyz -1 1
C -1.74 -1.13 -2.17
S -0.58 0.19 -1.79
H -2.70 -0.67 -2.41
H -1.44 -1.62 -3.09
H -1.88 -2.02 -1.51
C 0.27 -1.16 0.99
S 0.64 0.33 2.07
C 1.42 1.57 0.99
H -0.77 -0.96 0.74
H 0.32 -2.10 1.54
H 0.73 -1.15 0.01
H 0.99 2.56 1.10
H 2.48 1.59 1.28
H 1.22 1.16 0.00
*
```

The calculation puts the HOMO energy at -2.4 eV. The molecular weight is 109.24 g mol⁻¹.

***

Which structure is the least stable? The one labeled Q.